Density functional theory data (ωB97M-V/def2-TZVPD) for a 2-piece molecular cluster, C24H32ClN6O4 overall at a distorted geometry.

Structure (XYZ):
```
67
Properties=species:S:1:pos:R:3:forces:R:3
N -1.337 -6.627 1.128 1.901 0.311 -0.892
O -1.765 5.559 3.411 -0.144 -0.121 0.075
O -4.658 5.799 -0.725 0.187 -0.018 0.202
Cl 2.976 -5.279 -2.179 -0.219 0.247 0.364
C -0.299 -6.458 0.628 -1.630 -0.090 0.871
O 1.250 -12.602 -0.545 0.035 0.019 -0.045
O 2.729 -0.761 0.130 0.528 0.716 -0.024
C -1.847 6.338 2.477 1.100 0.162 1.439
C -4.035 6.810 -0.436 -0.273 -1.053 -0.253
C 1.215 2.897 -0.822 -0.610 0.365 -0.482
C 0.948 -10.759 0.962 0.188 0.668 -0.031
C 2.157 -10.469 -1.105 0.086 0.231 -0.089
C 1.424 -2.542 1.097 0.004 -0.086 -0.013
C 2.756 -2.928 -0.866 -0.092 -0.379 -0.113
C 1.158 -9.411 1.275 0.214 -0.302 -0.639
C 2.370 -9.121 -0.797 -0.470 -0.603 0.454
C 1.018 -3.883 1.086 0.558 0.279 -0.826
C 2.347 -4.265 -0.900 -0.319 0.378 0.700
C 1.448 -11.289 -0.229 -0.239 0.183 0.531
C 2.295 -2.060 0.121 -0.234 -1.551 -0.108
C 1.870 -8.580 0.396 -0.009 -0.325 0.171
C 1.461 -4.766 0.076 -0.253 0.252 -0.035
N 2.076 3.333 0.055 0.852 1.105 0.722
N -4.536 8.040 -0.597 0.010 0.808 -0.154
N 0.508 3.719 -1.584 -0.295 0.726 -0.611
N -2.566 6.023 1.397 -0.994 0.394 -1.723
N 1.067 1.604 -0.926 -0.459 -1.400 -0.327
C -1.111 7.662 2.537 -0.296 -0.176 0.001
C -5.887 8.325 -1.089 0.002 -0.242 0.110
C 2.086 -7.117 0.714 0.156 -0.637 0.020
C 1.027 -6.233 0.025 0.137 0.487 0.112
C 0.619 5.194 -1.652 -0.144 0.137 0.694
C -0.231 5.920 -0.596 -0.450 -0.131 -0.259
C -1.735 5.887 -0.915 0.202 0.175 0.035
C -2.596 6.694 0.083 0.276 -0.427 0.315
H 0.747 -13.042 0.157 0.198 0.242 -0.246
H 3.629 -0.751 -0.245 -0.535 0.069 0.185
H 0.392 -11.386 1.651 0.024 -0.026 -0.042
H 2.541 -10.892 -2.028 -0.038 0.022 0.108
H 1.071 -1.877 1.879 0.068 -0.061 -0.056
H 3.437 -2.581 -1.636 -0.016 0.041 0.035
H 0.756 -9.011 2.202 0.070 -0.024 -0.113
H 2.925 -8.499 -1.493 -0.026 -0.035 0.081
H 0.350 -4.225 1.873 0.062 -0.080 -0.252
H 2.564 2.691 0.652 0.115 0.112 0.119
H 2.193 4.323 0.170 0.202 0.010 0.285
H -3.963 8.825 -0.335 -0.072 -0.003 0.025
H -0.148 3.291 -2.218 0.016 -0.004 0.016
H -3.113 5.176 1.491 0.040 0.000 -0.146
H 0.399 1.219 -1.570 0.030 -0.173 0.019
H 1.589 0.967 -0.340 -0.010 -0.302 -0.080
H -1.827 8.475 2.434 0.087 0.200 -0.131
H -0.364 7.715 1.750 0.087 0.211 -0.144
H -0.620 7.746 3.506 -0.101 -0.121 -0.145
H -5.896 9.258 -1.655 0.141 -0.097 0.116
H -6.235 7.519 -1.740 0.230 0.077 0.190
H -6.579 8.411 -0.248 -0.010 -0.007 -0.099
H 2.060 -6.959 1.798 -0.070 0.085 -0.149
H 3.086 -6.830 0.373 -0.202 0.151 -0.044
H 0.941 -6.537 -1.022 0.084 0.010 0.060
H 0.313 5.533 -2.644 0.119 -0.341 0.002
H 1.663 5.487 -1.523 0.063 -0.171 -0.164
H -0.045 5.475 0.382 0.017 0.058 0.161
H 0.089 6.963 -0.566 0.183 0.034 0.033
H -1.882 6.307 -1.911 -0.067 -0.033 -0.132
H -2.079 4.851 -0.932 -0.234 0.064 -0.006
H -2.196 7.704 0.156 0.238 -0.012 0.319
```
Forces are in eV/Å.

Output
Energy in Eh: -2023.28392
Total charge: +1

In the Mulliken picture, each atom carries the following charge in e: number 1, N, carries -0.5025; number 2, O, carries -0.6578; number 3, O, carries -0.6600; number 4, Cl, carries -0.2011; number 5, C, carries -0.2309; number 6, O, carries -0.5446; number 7, O, carries -0.5971; number 8, C, carries 0.6641; number 9, C, carries 0.1604; number 10, C, carries 0.8535; number 11, C, carries -0.4994; number 12, C, carries -0.6313; number 13, C, carries -0.6434; number 14, C, carries -0.3906; number 15, C, carries -0.5327; number 16, C, carries -0.3820; number 17, C, carries -0.5111; number 18, C, carries 0.0329; number 19, C, carries 0.8476; number 20, C, carries 0.8085; number 21, C, carries 0.2759; number 22, C, carries -0.2249; number 23, N, carries -0.2971; number 24, N, carries -0.1993; number 25, N, carries -0.0911; number 26, N, carries -0.1515; number 27, N, carries -0.2480; number 28, C, carries -1.0347; number 29, C, carries -0.8750; number 30, C, carries -1.2002; number 31, C, carries 0.6426; number 32, C, carries -1.6115; number 33, C, carries 0.1357; number 34, C, carries -0.9738; number 35, C, carries 0.1240; number 36, H, carries 0.2855; number 37, H, carries 0.2485; number 38, H, carries 0.2686; number 39, H, carries 0.4038; number 40, H, carries 0.3998; number 41, H, carries 0.3267; number 42, H, carries 0.3748; number 43, H, carries 0.3468; number 44, H, carries 0.3939; number 45, H, carries 0.1819; number 46, H, carries 0.2039; number 47, H, carries 0.2299; number 48, H, carries 0.2417; number 49, H, carries 0.2414; number 50, H, carries 0.1834; number 51, H, carries 0.0763; number 52, H, carries 0.3357; number 53, H, carries 0.2551; number 54, H, carries 0.3203; number 55, H, carries 0.3263; number 56, H, carries 0.3110; number 57, H, carries 0.3037; number 58, H, carries 0.4146; number 59, H, carries 0.5401; number 60, H, carries 0.4490; number 61, H, carries 0.4798; number 62, H, carries 0.4824; number 63, H, carries 0.3308; number 64, H, carries 0.2601; number 65, H, carries 0.3908; number 66, H, carries 0.2678; number 67, H, carries 0.4718